Density functional theory data (ωB97M-V/def2-TZVPD) for C36H29Cl3N10O2SScSe3Te as an isolated structure in a non-equilibrium geometry.

Last column: Mulliken charge in e.
Cartesian coordinates (Å):
N (-2.06, 2.21, -3.15)  0.47
C (2.79, -1.58, -0.78)  -0.75
O (-2.63, 3.32, -6.61)  -0.37
H (-4.00, -6.00, -3.14)  0.41
C (-3.13, 1.99, -2.34)  -0.26
C (-0.85, -2.98, -0.94)  -0.74
H (-1.08, 2.12, -5.95)  -0.49
C (3.08, -0.69, -7.25)  -0.93
C (-1.74, 3.72, -7.63)  -0.94
H (2.63, -0.78, -8.22)  0.59
H (0.48, 7.47, -5.83)  0.45
Te (0.45, 2.08, 2.85)  0.09
C (-2.04, 3.11, -4.28)  -1.65
H (5.61, 0.83, -5.61)  0.51
N (-1.39, 0.84, -1.55)  0.58
H (-1.26, -0.03, -6.32)  0.68
Sc (0.07, -0.06, 0.04)  1.27
Se (0.75, 2.52, 0.41)  -0.40
N (-0.39, -3.11, -7.20)  -0.35
H (-2.52, -4.59, -6.90)  0.47
C (1.33, -2.18, -6.37)  0.53
C (4.81, -0.36, -3.31)  -1.16
H (-3.28, 0.76, -0.52)  0.41
S (1.60, 5.33, -6.00)  -0.16
N (-1.24, -1.87, -0.31)  0.59
N (2.05, -0.46, -1.03)  0.27
C (-3.37, -5.37, -5.09)  -0.73
C (-3.03, -1.21, -6.30)  -1.11
C (-0.33, -3.42, -5.94)  0.43
C (-2.72, 1.15, -1.36)  -1.23
H (4.63, 0.65, -7.85)  0.45
N (3.86, -1.66, -1.53)  -0.93
C (-0.78, 5.93, -6.74)  -0.90
H (-1.13, 3.71, -4.25)  0.36
N (0.66, -2.32, -7.47)  -0.58
N (3.84, -0.56, -2.27)  0.92
C (-1.91, -5.17, -1.57)  -1.29
H (-2.53, -2.10, -6.66)  0.87
Se (-0.88, -0.04, 2.62)  -0.30
H (2.67, -1.88, -4.10)  0.77
C (4.20, -0.50, -4.70)  0.90
N (-1.84, -3.87, -0.94)  1.09
H (5.27, 0.63, -3.21)  0.48
C (-2.10, 2.41, -5.66)  1.47
H (-1.68, 6.48, -6.94)  0.44
C (-2.93, 1.14, -5.71)  -0.44
C (4.20, 0.10, -7.04)  -0.77
Cl (-5.28, -2.69, -6.20)  -0.20
Cl (1.26, 2.53, -7.01)  -0.04
C (0.62, 4.11, -6.74)  0.52
C (-1.12, -4.38, -3.82)  -0.08
C (-2.50, -2.18, 0.09)  -0.81
H (-0.99, -5.72, -1.34)  0.31
C (-2.42, -4.71, -5.83)  -1.11
H (2.54, -2.32, -0.03)  0.46
H (-2.35, 4.31, -8.33)  0.48
H (-4.08, 2.45, -2.52)  0.56
C (-1.29, -4.20, -5.19)  0.33
H (-3.12, -1.52, 0.68)  0.46
N (-2.88, -3.37, -0.29)  -1.00
H (-1.35, 2.85, -8.16)  0.33
C (-0.63, 4.56, -7.08)  0.41
H (-2.77, -5.68, -1.13)  0.39
H (-0.21, -4.02, -3.36)  0.58
C (-4.39, -1.22, -6.04)  0.30
C (-2.09, -5.03, -3.07)  1.24
C (-3.22, -5.51, -3.71)  -0.80
Cl (-5.18, 2.54, -5.07)  -0.20
H (-0.05, 1.51, -3.06)  0.74
H (-6.11, -0.06, -5.50)  0.50
C (-4.31, 1.11, -5.50)  0.94
H (5.59, -1.12, -3.16)  0.30
C (4.75, 0.20, -5.77)  -0.93
Se (0.82, -1.60, 2.12)  -0.30
C (0.32, 6.47, -6.16)  -0.41
C (-2.32, -0.04, -6.11)  -0.65
H (-4.25, -5.77, -5.57)  0.52
O (0.75, -2.85, -5.35)  -0.25
C (-5.04, -0.06, -5.66)  -0.76
H (-2.90, 3.78, -4.19)  0.32
C (3.10, -1.30, -4.91)  -0.10
C (2.53, -1.39, -6.18)  -0.03
C (2.76, 0.17, -1.97)  -0.53
H (2.53, 1.13, -2.41)  0.50
H (0.13, -3.13, -1.35)  0.77
C (-1.04, 1.51, -2.64)  -0.77

- E_LUMO: -2.6988 eV
- HOMO-LUMO gap: 6.91 eV
- Energy above the lowest of the compared OMol25 structures with the same formula, charge and spin: 15.30 kcal per mole
- Total charge: +1